w) F6KN3O12S6 | ωB97M-V/def2-TZVPD

XYZ file:
```
28
Properties=species:S:1:pos:R:3:lowdin_charge:R:1
K 0.518 -0.445 -0.192 1.12
N 1.597 -1.462 3.252 -0.21
S 0.822 -1.868 2.103 0.37
O -0.522 -1.396 2.133 -0.26
O 1.213 -2.988 1.288 -0.24
F 1.455 -0.636 1.206 -0.58
S 1.006 -2.666 4.207 0.62
O 1.889 -3.818 4.208 -0.30
O -0.519 -2.829 4.420 -0.32
F 1.409 -1.992 5.586 -0.21
N -0.508 1.385 -3.896 -0.21
S 1.095 1.955 -3.473 0.61
O 2.294 1.144 -3.779 -0.31
O 1.141 2.812 -2.306 -0.28
F 1.222 3.031 -4.675 -0.23
S -0.158 0.019 -3.234 0.52
O 0.006 -0.085 -1.758 -0.69
O 0.497 -1.016 -4.017 -0.29
F -1.675 -0.546 -3.255 -0.21
N -1.160 0.272 0.346 -0.47
S -0.646 1.886 0.869 0.71
O -1.422 2.610 1.865 -0.25
O 0.295 2.569 -0.019 -0.27
F 0.527 1.227 1.867 -0.24
S -2.256 0.818 -0.426 0.40
O -1.990 1.647 -1.601 -0.28
O -3.437 0.962 0.402 -0.29
F -2.692 -0.592 -1.121 -0.20
```

Summary:
HOMO = -4.14 eV
LUMO energy = 4.385 eV
Frontier orbital gap = 8.53 eV
Total charge = -2

x) F6KN3O12S6 | ωB97M-V/def2-TZVPD

XYZ file:
```
28
Properties=species:S:1:pos:R:3:nbo_charge:R:1
K 4.102 -5.565 -15.799 0.97
N 4.017 -4.076 -17.980 -1.15
S 2.864 -4.373 -19.013 2.42
O 2.883 -3.786 -20.329 -0.93
O 1.552 -4.592 -18.465 -0.91
F 3.264 -5.891 -19.388 -0.52
S 3.857 -2.401 -18.076 2.41
O 2.603 -1.759 -18.306 -0.89
O 5.048 -1.845 -18.681 -0.91
F 3.996 -2.108 -16.505 -0.52
N 6.607 -6.054 -15.553 -1.15
S 7.756 -5.153 -14.670 2.40
O 9.065 -5.745 -14.515 -0.90
O 7.277 -4.287 -13.617 -0.90
F 8.026 -4.046 -15.807 -0.51
S 7.034 -7.438 -15.056 2.45
O 7.012 -7.700 -13.635 -0.91
O 7.882 -8.214 -15.907 -0.91
F 5.601 -8.139 -15.492 -0.56
N -0.662 -6.320 -13.989 -1.04
S -0.408 -7.987 -14.319 2.35
O 0.908 -8.556 -14.541 -0.90
O -1.481 -8.635 -15.010 -0.91
F -0.568 -8.564 -12.816 -0.52
S -0.105 -5.937 -15.400 2.41
O -0.856 -6.375 -16.546 -0.90
O 1.347 -5.930 -15.517 -0.98
F -0.439 -4.372 -15.331 -0.51
```

Summary:
HOMO = -5.14 eV
LUMO energy = 4.285 eV
Frontier orbital gap = 9.42 eV
Total charge = -2

The structure with the greatest stability is x).

w) C9H16N3 | ωB97M-V/def2-TZVPD

XYZ file:
```
28
Properties=species:S:1:pos:R:3:nbo_charge:R:1
C 0.993 -2.520 1.298 -0.42
C -1.252 -2.137 0.919 0.72
N -0.384 -3.052 1.535 -0.69
N -1.330 -0.804 1.305 -0.76
N -2.033 -2.553 -0.128 -0.74
H -0.707 -3.859 2.108 0.46
H -0.693 -0.364 2.086 0.46
H -1.932 -0.118 0.894 0.43
H -2.216 -3.487 -0.400 0.44
H -2.508 -1.856 -0.712 0.42
H 0.963 -1.477 1.147 0.21
H 1.147 -2.831 0.209 0.21
H 1.738 -2.903 2.074 0.25
C 0.186 1.028 -2.876 -0.65
C 0.411 1.578 -1.524 -0.01
C 1.719 1.733 -1.023 -0.23
C -0.709 1.875 -0.669 -0.26
C 1.964 2.278 0.256 -0.19
C -0.467 2.419 0.583 -0.24
C 0.854 2.610 1.065 -0.24
H -0.986 1.142 -2.999 0.22
H 0.367 -0.065 -3.047 0.23
H 2.570 1.581 -1.752 0.22
H -1.742 1.887 -0.850 0.21
H 3.041 2.324 0.616 0.23
H -1.190 2.885 1.221 0.22
H 1.170 3.009 2.085 0.23
H 1.024 1.678 -3.421 0.25
```

Summary:
HOMO = -11.75 eV
LUMO energy = -3.565 eV
Frontier orbital gap = 8.18 eV
Total charge = +1

x) C9H16N3 | ωB97M-V/def2-TZVPD

XYZ file:
```
28
Properties=species:S:1:pos:R:3:nbo_charge:R:1
C 1.714 1.316 1.333 -0.43
C 1.157 -0.784 2.487 0.68
N 2.048 0.028 1.929 -0.54
N -0.140 -0.698 2.174 -0.78
N 1.588 -1.846 3.182 -0.75
H 3.024 -0.143 2.129 0.42
H -0.421 0.024 1.533 0.43
H -0.845 -0.934 2.859 0.43
H 2.570 -2.048 3.184 0.42
H 0.973 -2.625 3.296 0.42
H 0.681 1.389 1.005 0.22
H 2.327 1.468 0.452 0.24
H 1.946 2.138 2.008 0.22
C -0.462 -1.706 -2.816 -0.65
C -0.887 -0.446 -2.120 0.00
C -0.898 0.749 -2.827 -0.20
C -1.416 -0.447 -0.829 -0.24
C -1.205 1.957 -2.202 -0.19
C -1.802 0.744 -0.237 -0.25
C -1.615 1.968 -0.877 -0.23
H -1.324 -2.325 -3.081 0.24
H 0.351 -2.257 -2.344 0.22
H -0.701 0.824 -3.881 0.22
H -1.441 -1.384 -0.292 0.21
H -1.120 2.907 -2.715 0.23
H -2.279 0.737 0.735 0.20
H -1.762 2.859 -0.277 0.22
H -0.061 -1.463 -3.810 0.23
```

Summary:
HOMO = -11.97 eV
LUMO energy = -2.974 eV
Frontier orbital gap = 9.00 eV
Total charge = +1

The structure with the greatest stability is x).

w) C5H4FNO | ωB97M-V/def2-TZVPD

XYZ file:
```
12
Properties=species:S:1:pos:R:3:nbo_charge:R:1
C 2.001 2.082 -0.116 -0.16
C 1.355 0.914 -0.135 -0.08
C 1.152 -0.517 0.121 0.28
F 2.355 -1.177 0.461 -0.34
C 0.083 -1.279 0.092 -0.06
N -1.226 -0.898 -0.168 -0.64
C -2.006 0.298 0.087 0.53
O -1.551 1.252 0.701 -0.53
H 2.222 3.121 -0.130 0.24
H 0.411 -2.344 0.007 0.24
H -1.891 -1.694 -0.397 0.40
H -2.906 0.243 -0.524 0.13
```

Summary:
HOMO = -8.62 eV
SMILES = C#C/C(F)=C\NC=O
LUMO energy = 0.310 eV
Frontier orbital gap = 8.93 eV

x) C5H4FNO | ωB97M-V/def2-TZVPD

XYZ file:
```
12
Properties=species:S:1:pos:R:3:nbo_charge:R:1
O -2.481 0.370 -0.003 -0.64
C -1.455 -0.496 -0.004 0.27
C -0.175 -0.083 0.003 -0.22
C 0.301 1.300 -0.001 0.08
N 1.613 1.358 0.002 -0.44
C 2.028 0.033 0.006 0.52
F 3.327 -0.189 -0.004 -0.30
C 1.045 -0.877 -0.005 -0.37
H -3.303 -0.100 0.003 0.49
H -1.712 -1.544 0.023 0.18
H -0.312 2.187 -0.013 0.21
H 1.123 -1.959 -0.007 0.23
```

Summary:
HOMO = -8.62 eV
SMILES = O/C=C1\C=NC(F)=C1
LUMO energy = -0.147 eV
Frontier orbital gap = 8.47 eV

The structure with the greatest stability is x).

w) CH3N4O | ωB97M-V/def2-TZVPD

XYZ file:
```
9
Properties=species:S:1:pos:R:3:nbo_charge:R:1
C 1.136 0.108 -0.095 0.54
N -2.461 -0.051 0.040 -0.05
N -2.450 -1.176 0.014 0.20
N 0.088 0.610 0.017 0.09
N 2.361 -0.304 -0.027 -0.80
O -1.030 1.096 0.089 -0.38
H -3.143 0.787 -0.092 0.49
H 2.582 -0.925 -0.782 0.45
H 2.917 -0.146 0.835 0.46
```

Summary:
HOMO (spin up / spin down) = -14.17 / -14.17 eV
LUMO energy (spin up / spin down) = -5.141 / -5.141 eV
Frontier orbital gap (spin up / spin down) = 9.03 / 9.03 eV
Total charge = +1

x) CH3N4O | ωB97M-V/def2-TZVPD

XYZ file:
```
9
Properties=species:S:1:pos:R:3:nbo_charge:R:1
N -0.038 0.224 -0.126 -0.56
N -0.210 -1.252 0.045 -0.06
N 0.187 -1.894 -0.991 0.06
N 0.146 -3.144 -1.120 -0.34
C -0.292 -4.273 -1.107 0.90
O -0.545 -5.413 -1.396 -0.38
H -0.095 0.479 0.795 0.45
H -0.874 0.407 -0.728 0.47
H 0.902 0.301 -0.685 0.47
```

Summary:
HOMO = -15.12 eV
SMILES = [NH3+]/N=N/N=C=O
LUMO energy = -5.810 eV
Frontier orbital gap = 9.31 eV
Total charge = +1

The structure with the greatest stability is x).